Entry 1:
C33H45F4N3OPtSiTe | ωB97M-V with the def2-TZVPD basis set

Each line ends with the Löwdin charge.
Positions of all 89 atoms, in Å:
Pt: 0.112 -0.231 -0.201  0.958
C: 1.733 -2.337 -2.661  -0.111
N: 0.468 -1.974 -2.038  -0.331
C: -0.348 -1.246 -3.007  -0.115
C: -0.207 -3.178 -1.563  -0.217
C: -1.433 -2.877 -0.726  -0.254
N: -0.999 -2.064 0.387  -0.111
C: -1.712 -2.069 1.526  -0.207
C: -1.101 -1.679 2.749  -0.182
F: 0.218 -1.431 2.761  0.053
C: -1.779 -1.611 3.938  -0.236
F: -1.111 -1.233 5.043  0.074
C: -3.118 -1.949 4.050  0.036
C: -3.726 -2.378 2.890  -0.238
F: -5.028 -2.725 2.921  0.067
C: -3.066 -2.449 1.681  -0.147
F: -3.790 -2.851 0.607  0.047
H: 1.563 -2.901 -3.593  0.089
H: 2.317 -2.957 -1.985  0.075
H: 2.301 -1.436 -2.898  0.083
H: -0.594 -1.884 -3.873  0.098
H: 0.199 -0.369 -3.350  0.089
H: -1.276 -0.906 -2.551  0.054
H: 0.503 -3.710 -0.927  0.119
H: -0.469 -3.829 -2.415  0.123
H: -1.835 -3.843 -0.397  0.121
H: -2.218 -2.405 -1.332  0.100
H: -3.649 -1.889 4.987  0.121
C: 3.070 1.498 -0.984  -0.230
Si: 2.298 0.274 0.239  0.343
C: 3.354 -1.308 0.201  -0.226
C: 2.634 1.011 1.948  -0.222
H: 4.147 1.601 -0.815  0.020
H: 2.605 2.479 -0.861  0.022
H: 2.915 1.190 -2.021  0.007
H: 4.261 -1.110 0.781  0.020
H: 3.664 -1.583 -0.807  -0.002
H: 2.843 -2.158 0.658  0.020
H: 3.718 1.131 2.054  0.026
H: 2.281 0.365 2.754  0.021
H: 2.173 1.995 2.070  0.019
C: -0.401 1.930 2.472  -0.050
C: -0.438 2.404 1.027  -0.745
O: -0.470 3.616 0.785  -0.062
N: -0.589 1.483 0.045  -0.230
Te: -2.005 2.916 -2.180  1.478
C: -3.144 3.758 -3.821  -0.408
C: -2.494 4.140 -5.001  -0.328
C: -1.007 3.989 -5.211  -0.095
C: -3.232 4.650 -6.068  -0.034
C: -4.605 4.805 -6.000  -0.282
C: -5.387 5.375 -7.153  -0.062
C: -5.239 4.448 -4.816  -0.028
C: -4.537 3.941 -3.729  -0.293
C: -5.318 3.589 -2.491  -0.068
C: -3.208 1.153 -2.163  -0.421
C: -3.384 0.407 -3.335  -0.321
C: -2.726 0.767 -4.641  -0.080
C: -4.187 -0.732 -3.311  -0.030
C: -4.822 -1.157 -2.157  -0.277
C: -5.673 -2.398 -2.136  -0.048
C: -4.642 -0.404 -1.005  -0.027
C: -3.850 0.740 -0.980  -0.303
C: -3.725 1.458 0.334  -0.074
H: 0.052 2.695 3.100  0.077
H: 0.106 0.973 2.588  0.025
H: -1.438 1.797 2.796  0.077
H: -0.448 3.989 -4.279  0.021
H: -0.630 4.795 -5.842  0.073
H: -0.788 3.044 -5.717  0.078
H: -2.710 4.933 -6.978  0.111
H: -4.792 5.379 -8.067  0.069
H: -5.692 6.404 -6.949  0.077
H: -6.293 4.796 -7.340  0.074
H: -6.314 4.575 -4.732  0.113
H: -6.299 4.065 -2.509  0.073
H: -4.787 3.904 -1.592  0.055
H: -5.464 2.511 -2.411  0.076
H: -1.752 1.229 -4.472  0.033
H: -3.328 1.483 -5.205  0.082
H: -2.593 -0.125 -5.256  0.077
H: -4.299 -1.309 -4.225  0.112
H: -5.588 -2.948 -3.074  0.070
H: -6.726 -2.149 -1.986  0.079
H: -5.372 -3.057 -1.320  0.067
H: -5.123 -0.723 -0.086  0.117
H: -4.548 1.186 0.995  0.080
H: -3.710 2.541 0.204  0.048
H: -2.786 1.187 0.817  0.046

Properties
Molecular weight, g mol⁻¹: 926.50
2S+1: 2
Charge: -1
Energy relative to the best compared isomer or geometry (same formula, charge and spin), kcal per mole: 0.90

***

Entry 2:
C33H45O6PS2Si4Ti | ωB97M-V with the def2-TZVPD basis set

Each line ends with the Löwdin charge.
Positions of all 92 atoms, in Å:
Ti: -18.011 9.963 6.050  0.910
O: -19.815 10.825 7.181  -0.487
S: -18.941 11.557 8.200  0.629
O: -19.442 11.604 9.568  -0.271
O: -17.594 10.832 8.054  -0.400
C: -18.918 13.254 7.424  -0.167
C: -19.076 14.359 8.297  -0.069
C: -19.293 15.628 7.888  -0.060
C: -19.360 15.823 6.511  -0.055
C: -19.312 14.790 5.606  -0.045
C: -18.971 13.520 6.042  -0.236
S: -18.184 12.427 4.876  0.653
O: -17.024 11.838 5.614  -0.353
O: -17.925 13.232 3.720  -0.242
O: -18.961 11.072 4.648  -0.398
H: -18.939 14.159 9.375  0.126
H: -19.451 16.392 8.703  0.141
H: -19.495 16.831 6.168  0.108
H: -19.470 14.880 4.506  0.138
C: -13.711 6.075 -0.112  -0.078
C: -13.731 7.457 -0.204  -0.097
C: -14.664 8.264 0.463  -0.083
C: -15.514 7.701 1.434  -0.383
C: -15.526 6.287 1.518  -0.105
C: -14.626 5.483 0.804  -0.072
P: -16.944 8.513 2.200  1.120
C: -16.978 10.102 1.344  -0.404
C: -16.254 11.267 1.600  -0.089
C: -16.500 12.374 0.803  -0.105
C: -17.486 12.458 -0.173  -0.082
C: -18.198 11.295 -0.404  -0.087
C: -17.996 10.161 0.402  -0.116
C: -16.176 8.991 3.813  -0.328
C: -14.746 9.225 3.864  -0.046
C: -14.045 9.360 5.054  -0.046
C: -14.697 9.040 6.239  -0.039
C: -16.067 8.876 6.219  -0.208
C: -16.791 8.961 5.016  -0.312
H: -12.922 5.429 -0.532  0.109
H: -12.962 7.988 -0.783  0.107
H: -14.667 9.349 0.318  0.103
H: -16.241 5.777 2.114  0.078
H: -14.770 4.417 0.922  0.097
H: -15.427 11.326 2.304  0.107
H: -15.945 13.283 1.006  0.105
H: -17.561 13.407 -0.810  0.132
H: -19.108 11.262 -0.997  0.101
H: -18.751 9.366 0.314  0.101
H: -14.230 9.344 2.905  0.101
H: -12.949 9.631 5.144  0.134
H: -14.189 8.870 7.175  0.120
H: -16.482 8.323 7.041  0.079
C: -22.414 9.332 8.747  -0.205
Si: -21.818 8.417 7.132  0.373
C: -22.868 6.856 7.111  -0.231
C: -22.054 9.442 5.586  -0.216
Si: -19.453 7.889 7.166  0.488
Si: -18.991 7.200 9.481  0.394
C: -20.098 5.794 10.079  -0.221
C: -17.142 6.659 9.502  -0.219
C: -19.036 8.682 10.709  -0.216
Si: -19.295 5.920 5.791  0.351
C: -19.834 6.342 4.068  -0.227
C: -20.116 4.441 6.674  -0.210
C: -17.437 5.412 5.737  -0.220
H: -23.479 9.609 8.609  0.025
H: -21.879 10.282 8.825  -0.002
H: -22.235 8.639 9.627  0.039
H: -23.882 7.226 7.236  0.019
H: -22.644 6.058 7.823  0.008
H: -22.843 6.341 6.099  0.047
H: -21.628 10.432 5.499  0.016
H: -23.114 9.542 5.570  0.009
H: -21.738 8.798 4.734  0.037
H: -19.953 6.060 11.129  0.010
H: -19.631 4.820 9.874  0.018
H: -21.217 5.727 9.890  0.048
H: -16.843 5.844 8.894  -0.013
H: -16.963 6.471 10.583  0.034
H: -16.516 7.552 9.241  0.030
H: -19.945 9.294 10.655  0.009
H: -18.217 9.378 10.424  0.022
H: -18.867 8.316 11.740  0.032
H: -20.865 6.180 3.773  0.028
H: -19.126 5.651 3.566  0.027
H: -19.568 7.373 3.882  -0.007
H: -21.167 4.687 6.965  0.010
H: -19.576 4.242 7.666  0.041
H: -20.140 3.522 6.170  -0.007
H: -17.336 4.376 5.278  0.047
H: -17.083 5.246 6.709  -0.031
H: -16.782 6.127 5.139  0.033

Properties
Molecular weight, g mol⁻¹: 793.04
2S+1: 1
Energy relative to the best compared isomer or geometry (same formula, charge and spin), kcal per mole: 0.00

***

Entry 3:
C33H46As2CrN4O11S2 | ωB97M-V with the def2-TZVPD basis set

Each line ends with the Löwdin charge.
Positions of all 99 atoms, in Å:
Cr: 0.253 0.208 2.084  0.608
C: -1.725 -0.433 4.811  -0.211
C: -2.491 -0.594 3.517  -0.155
N: -1.878 0.012 2.300  -0.104
C: -2.553 1.258 1.853  -0.174
C: -1.782 2.500 2.218  -0.237
S: 1.023 1.488 3.923  0.659
C: 0.779 0.954 5.649  -0.554
C: 0.513 -0.531 5.777  -0.292
N: -0.377 -0.954 4.710  -0.121
H: -2.328 -0.905 5.587  0.124
H: -1.698 0.631 5.050  0.109
H: -3.459 -0.126 3.665  0.118
H: -2.655 -1.627 3.291  0.107
H: -2.035 -0.657 1.531  0.056
H: -3.577 1.303 2.172  0.130
H: -2.580 1.248 0.766  0.069
H: -1.516 2.596 3.281  0.102
H: -2.415 3.358 1.901  0.125
H: -0.022 1.545 6.090  0.055
H: 1.675 1.226 6.215  0.067
H: 0.116 -0.754 6.777  0.116
H: 1.461 -1.109 5.620  0.135
H: -0.333 -1.968 4.641  0.110
C: 3.253 1.072 1.549  -0.178
N: 2.214 0.020 1.476  -0.095
C: 2.653 -1.193 1.282  -0.076
C: 1.785 -2.219 1.611  -0.323
C: 1.929 -3.612 1.709  -0.007
C: 0.690 -4.045 2.159  -0.079
C: -0.133 -2.937 2.280  -0.190
N: 0.518 -1.827 1.993  -0.031
C: 4.194 1.090 0.339  -0.216
C: 5.567 1.046 0.515  -0.046
C: 6.427 1.128 -0.575  -0.086
C: 5.929 1.283 -1.857  -0.082
C: 4.543 1.342 -2.033  -0.071
C: 3.693 1.236 -0.947  -0.044
H: 3.828 0.911 2.470  0.115
H: 2.724 2.031 1.662  0.055
H: 3.685 -1.365 1.085  0.145
H: 2.799 -4.222 1.518  0.108
H: 0.360 -5.041 2.377  0.091
H: -1.179 -2.928 2.507  0.094
H: 5.967 0.975 1.531  0.116
H: 7.494 1.073 -0.417  0.100
H: 6.575 1.326 -2.742  0.108
H: 4.110 1.488 -3.030  0.095
H: 2.610 1.264 -1.122  0.096
C: 1.483 3.894 0.643  -0.190
S: -0.320 3.935 0.574  0.954
O: 0.233 1.582 -1.300  -0.499
O: -0.627 5.058 1.464  -0.444
O: -0.545 2.457 1.456  -0.498
H: 1.796 4.885 0.325  0.067
H: 1.826 3.127 -0.044  0.028
H: 1.780 3.713 1.675  0.052
C: -3.531 3.727 -1.302  -0.052
O: -2.672 2.601 -1.147  -0.143
C: -3.288 1.418 -1.504  -0.572
O: -4.419 1.395 -1.927  0.082
C: -2.502 0.243 -1.276  -0.305
C: -2.988 -1.020 -1.679  -0.362
As: -2.857 -1.494 -3.595  1.341
C: -2.876 0.198 -4.505  -0.305
C: -0.849 -1.632 -3.281  -0.255
C: -0.059 -1.061 -2.373  -0.203
As: -0.608 0.068 -0.727  1.443
C: -0.020 2.100 -2.602  -0.156
C: 1.401 -1.344 -2.349  -0.532
O: 1.886 -1.892 -1.386  0.107
O: 2.202 -0.972 -3.353  0.006
C: 1.779 -0.082 -4.430  -0.012
C: -0.268 -2.378 -4.483  -0.557
O: -0.361 -1.907 -5.574  0.104
O: 0.281 -3.609 -4.342  -0.013
C: 0.135 -4.348 -3.104  -0.011
C: -2.653 -2.116 -0.842  -0.577
O: -1.981 -2.019 0.192  -0.035
O: -3.033 -3.379 -1.170  -0.082
C: -4.317 -3.625 -1.728  -0.115
H: -2.950 4.621 -1.046  0.091
H: -4.367 3.566 -0.652  0.089
H: -3.890 3.793 -2.323  0.094
H: -3.916 0.528 -4.637  0.039
H: -2.470 0.023 -5.488  0.017
H: -2.286 0.987 -4.047  0.010
H: -0.513 1.380 -3.257  0.044
H: 0.933 2.425 -3.056  0.095
H: -0.691 2.937 -2.512  0.068
H: 2.008 -0.552 -5.365  0.094
H: 2.389 0.820 -4.379  0.079
H: 0.735 0.161 -4.360  0.061
H: 0.771 -3.947 -2.299  0.091
H: 0.426 -5.364 -3.314  0.091
H: -0.897 -4.318 -2.758  0.086
H: -4.784 -4.388 -1.095  0.093
H: -4.220 -4.017 -2.750  0.068
H: -4.936 -2.742 -1.742  0.078

Properties
Molecular weight, g mol⁻¹: 940.72
2S+1: 5
Energy, hartree: -8644.00286

***

Entry 4:
C33H46AsGeN2RhSi3 | ωB97M-V with the def2-TZVPD basis set

Each line ends with the Löwdin charge.
Positions of all 87 atoms, in Å:
Rh: 0.017 -0.014 0.425  0.722
C: 0.321 1.534 4.652  0.010
C: 0.108 1.457 3.272  -0.106
N: 0.107 0.310 2.610  -0.019
C: 0.301 -0.848 3.298  -0.196
C: 0.531 -0.863 4.679  -0.115
C: 0.541 0.377 5.354  0.061
C: 0.742 -2.110 5.356  0.034
C: 0.712 -3.277 4.679  0.029
C: 0.457 -3.297 3.268  -0.117
C: 0.406 -4.494 2.525  0.067
C: 0.152 -4.457 1.174  0.004
C: -0.058 -3.224 0.566  -0.120
N: -0.018 -2.072 1.238  -0.060
C: 0.247 -2.095 2.580  -0.189
H: 0.310 2.497 5.143  0.135
H: -0.062 2.355 2.689  0.116
H: 0.715 0.402 6.423  0.147
H: 0.925 -2.095 6.423  0.143
H: 0.873 -4.219 5.189  0.141
H: 0.568 -5.439 3.030  0.148
H: 0.110 -5.361 0.582  0.135
H: -0.269 -3.159 -0.495  0.126
Ge: -2.759 -1.320 1.157  1.248
C: -3.515 -2.949 0.679  -0.378
C: -3.774 -3.851 1.728  -0.104
C: -4.411 -5.047 1.453  -0.028
C: -4.796 -5.340 0.148  0.005
C: -4.551 -4.446 -0.894  -0.027
C: -3.913 -3.249 -0.636  -0.089
C: -2.337 0.153 -0.001  -0.483
C: -2.614 1.438 0.525  -0.119
C: -2.820 2.511 -0.324  -0.038
C: -2.737 2.327 -1.701  -0.011
C: -2.420 1.082 -2.241  -0.033
C: -2.234 -0.004 -1.405  -0.126
H: -2.609 -0.960 2.630  0.025
H: -3.502 -3.611 2.749  0.107
H: -4.628 -5.743 2.251  0.130
H: -5.310 -6.270 -0.059  0.135
H: -4.879 -4.682 -1.896  0.129
H: -3.759 -2.542 -1.442  0.097
H: -2.705 1.574 1.598  0.108
H: -3.071 3.484 0.078  0.135
H: -2.930 3.163 -2.362  0.137
H: -2.366 0.957 -3.314  0.129
H: -2.044 -0.982 -1.831  0.104
C: 5.847 1.479 -4.432  -0.146
Si: 4.281 0.562 -4.512  0.859
C: 2.819 1.322 -5.288  -0.155
C: 4.260 -1.224 -4.145  -0.156
As: 2.136 0.931 -0.544  0.852
Si: 3.959 -0.139 0.675  0.293
C: 3.656 -1.964 0.521  -0.204
C: 3.792 0.480 2.419  -0.184
C: 5.499 0.443 -0.184  -0.197
Si: 2.263 3.356 -0.790  0.296
C: 2.695 3.887 0.937  -0.194
C: 3.615 3.687 -2.018  -0.200
C: 0.579 3.875 -1.351  -0.213
H: 6.335 1.296 -5.404  0.083
H: 6.533 1.110 -3.670  0.057
H: 5.715 2.558 -4.348  0.056
H: 2.899 1.077 -6.359  0.080
H: 2.807 2.409 -5.215  0.048
H: 1.876 0.899 -4.943  0.048
H: 4.532 -1.718 -5.091  0.079
H: 3.276 -1.600 -3.866  0.047
H: 5.012 -1.519 -3.414  0.048
H: 2.787 -2.277 1.106  0.009
H: 4.524 -2.500 0.915  0.061
H: 3.516 -2.284 -0.513  0.032
H: 2.797 0.304 2.827  0.004
H: 4.030 1.540 2.514  0.037
H: 4.505 -0.071 3.041  0.064
H: 5.606 -0.010 -1.172  0.019
H: 6.372 0.141 0.402  0.064
H: 5.540 1.529 -0.279  0.028
H: 3.726 3.638 1.193  0.040
H: 2.033 3.466 1.695  0.017
H: 2.604 4.977 0.990  0.064
H: 4.548 3.186 -1.756  0.024
H: 3.822 4.762 -2.023  0.067
H: 3.320 3.420 -3.034  0.014
H: -0.180 3.632 -0.606  0.014
H: 0.305 3.412 -2.301  0.035
H: 0.567 4.960 -1.494  0.063

Properties
Molecular weight, g mol⁻¹: 805.44
2S+1: 5
Charge: +4
Energy relative to the best compared isomer or geometry (same formula, charge and spin), kcal per mole: 29.02